The following is a DFT calculation (ωB97M-V with the def2-TZVPD basis set) of a structure of composition C16H50BBrGaN2O8S6.

Structure (XYZ):
```
85
Properties=species:S:1:pos:R:3:lowdin_charge:R:1
C -5.260 -0.126 0.974 -0.18
O -4.045 0.127 1.620 -0.31
C -4.159 1.204 2.600 -0.28
Ga -3.224 2.878 1.872 0.14
N -1.952 3.680 3.092 -0.13
Br -5.034 4.548 1.632 -0.01
B -2.509 2.492 -0.083 -0.60
O -3.450 2.074 -1.057 0.02
N -1.133 2.656 -0.497 -0.13
C -0.889 2.518 -1.938 -0.10
C -0.208 1.820 0.290 -0.11
H -5.065 -0.766 0.107 0.07
H -5.970 -0.653 1.629 0.08
H -5.725 0.799 0.610 0.09
H -5.219 1.377 2.814 0.04
H -3.714 0.831 3.528 0.04
H -2.464 3.984 3.919 -0.05
H -1.303 2.977 3.441 -0.05
H -3.554 1.126 -0.920 0.07
H 0.042 3.033 -2.180 0.04
H -1.706 2.939 -2.517 0.08
H -0.760 1.472 -2.246 0.08
H 0.264 2.411 1.083 0.07
H 0.580 1.434 -0.356 0.06
H -0.694 0.956 0.745 0.08
C 0.119 7.116 6.356 -0.29
S -0.577 5.752 5.399 0.79
O -1.359 4.940 6.366 -0.55
C 0.981 4.897 5.151 -0.27
H -0.710 7.753 6.657 0.04
H 0.628 6.726 7.238 0.05
H 0.809 7.682 5.729 0.05
H 1.425 4.665 6.120 0.05
H 1.646 5.521 4.554 0.05
H 0.752 3.983 4.607 0.04
C 3.601 5.525 -0.992 -0.28
S 2.008 4.805 -1.394 0.80
O 2.252 3.937 -2.580 -0.56
C 1.269 6.319 -2.019 -0.26
H 4.218 4.711 -0.622 0.01
H 4.041 5.973 -1.884 0.05
H 3.479 6.270 -0.206 0.06
H 1.878 6.707 -2.835 0.05
H 1.195 7.043 -1.208 0.05
H 0.272 6.069 -2.378 0.05
C 4.667 1.746 3.211 -0.27
S 4.849 2.174 1.476 0.81
O 4.262 3.531 1.314 -0.56
C 3.614 1.030 0.854 -0.26
H 5.323 2.400 3.782 0.05
H 3.631 1.903 3.510 0.06
H 4.959 0.707 3.360 0.05
H 2.654 1.245 1.321 0.05
H 3.929 0.006 1.060 0.05
H 3.537 1.183 -0.221 0.06
C 0.961 -3.496 -1.517 -0.28
S 0.245 -1.956 -2.091 0.82
O 0.327 -0.984 -0.973 -0.54
C -1.456 -2.538 -2.111 -0.26
H 2.031 -3.341 -1.397 0.05
H 0.514 -3.758 -0.557 0.06
H 0.797 -4.276 -2.260 0.00
H -1.732 -2.876 -1.111 0.06
H -1.552 -3.343 -2.840 0.04
H -2.083 -1.698 -2.403 0.05
C 3.682 -7.006 -4.589 -0.27
S 1.962 -6.687 -4.184 0.81
O 1.868 -5.251 -3.801 -0.56
C 1.942 -7.630 -2.662 -0.26
H 3.916 -6.456 -5.498 0.05
H 4.312 -6.660 -3.771 0.06
H 3.817 -8.074 -4.758 0.05
H 2.710 -7.250 -1.988 0.06
H 2.117 -8.682 -2.889 0.06
H 0.959 -7.525 -2.207 0.01
C -3.417 -9.045 -2.697 -0.27
S -1.828 -8.235 -2.896 0.79
O -1.056 -8.499 -1.652 -0.55
C -2.438 -6.552 -2.780 -0.26
H -3.240 -10.118 -2.697 0.05
H -3.859 -8.738 -1.750 0.06
H -4.065 -8.778 -3.532 0.05
H -2.946 -6.417 -1.825 0.07
H -3.114 -6.353 -3.611 0.06
H -1.577 -5.889 -2.840 0.03
```

- charge = -1
- highest occupied orbital energy (eV) = -3.77
- frontier orbital gap (eV) = 5.18
- LUMO level (eV) = 1.410
- energy (eV) = -224867.9880